# 1
Formula: C18H36NO4Rb
Source: the Open Molecules 2025 dataset
Level of theory: ωB97M-V/def2-TZVPD

Cartesian coordinates (Å):
Rb (-17.2517, 11.1074, -5.6262)
C (-22.7235, 10.4762, -5.2964)
C (-21.5115, 11.2361, -5.7981)
C (-21.9513, 12.6409, -6.3247)
C (-22.2635, 13.6312, -5.1916)
C (-21.0753, 13.6895, -4.1925)
C (-20.5646, 12.3239, -3.6426)
N (-20.4500, 11.3766, -4.7396)
O (-19.7734, 10.1182, -4.3857)
C (-21.5688, 11.9170, -2.4772)
C (-19.1543, 12.6620, -2.9768)
C (-20.9421, 10.5780, -7.0793)
H (-23.4079, 10.2971, -6.1256)
H (-23.2780, 11.0343, -4.5419)
H (-22.4803, 9.4778, -4.9330)
H (-22.8941, 12.5455, -6.8633)
H (-21.2107, 13.0433, -7.0158)
H (-23.2071, 13.2898, -4.7659)
H (-22.4728, 14.6255, -5.5860)
H (-21.3355, 14.3296, -3.3494)
H (-20.2910, 14.3004, -4.6394)
H (-21.4260, 12.5559, -1.6056)
H (-21.4573, 10.8769, -2.1709)
H (-22.5928, 12.0364, -2.8312)
H (-18.6961, 11.7400, -2.6189)
H (-19.2805, 13.3763, -2.1632)
H (-18.2956, 12.9532, -3.5818)
H (-21.7355, 10.4208, -7.8100)
H (-20.5832, 9.5624, -6.9127)
H (-20.1220, 11.1276, -7.5413)
C (-16.4775, 15.6988, -3.7788)
C (-15.9010, 14.5116, -4.5349)
O (-16.4930, 13.9509, -5.4575)
C (-14.5012, 14.0819, -4.1661)
H (-16.4904, 15.4649, -2.7142)
H (-17.5016, 15.9328, -4.0697)
H (-15.8507, 16.5813, -3.9065)
H (-14.5542, 13.5183, -3.2346)
H (-13.7816, 14.8848, -4.0062)
H (-14.1814, 13.4059, -4.9590)
C (-17.8284, 7.2221, -8.9100)
C (-17.2670, 8.6039, -8.8806)
O (-17.3983, 9.2615, -7.8653)
C (-16.3164, 8.9867, -9.9083)
H (-18.1193, 6.8536, -7.9263)
H (-17.1764, 6.5582, -9.4777)
H (-18.6565, 7.3923, -9.5981)
H (-15.6549, 9.7459, -9.4910)
H (-16.8807, 9.4656, -10.7085)
H (-15.6262, 8.2017, -10.2177)
C (-14.8418, 13.6465, -9.1119)
C (-14.5026, 12.4588, -8.2801)
O (-15.3544, 11.6923, -7.8505)
C (-13.0199, 12.0626, -8.0116)
H (-14.3232, 13.7064, -10.0688)
H (-14.6224, 14.5382, -8.5247)
H (-15.8907, 13.8098, -9.3594)
H (-13.0379, 11.0368, -7.6433)
H (-12.6580, 12.8070, -7.3024)
H (-12.5670, 12.0918, -9.0026)

Cartesian forces, eV/Å:
Rb -0.92 -0.28 0.02
C -0.51 -0.50 -0.38
C 0.92 0.86 0.13
C -0.34 0.26 1.02
C 0.86 -0.63 0.12
C -0.79 0.31 -0.10
C -0.10 0.84 0.13
N 1.63 -0.45 -1.08
O -0.84 1.48 -0.33
C 0.64 -0.09 -0.69
C -0.35 -1.55 -0.10
C 0.01 -1.14 0.59
H -0.22 0.12 -0.18
H 0.11 -0.11 0.07
H 0.34 0.18 0.31
H 0.07 -0.33 -0.41
H 0.18 0.00 0.10
H 0.08 0.05 0.55
H 0.10 0.11 -0.07
H -0.34 -0.14 0.38
H 0.44 -0.48 -0.48
H -0.01 0.08 0.04
H 0.26 -0.02 -0.15
H -0.01 0.11 0.05
H -0.63 -0.34 0.73
H 0.00 -0.02 0.01
H -0.61 0.88 -0.93
H -0.20 0.48 -0.13
H 0.22 0.01 0.45
H -0.06 0.27 0.13
C -0.29 -0.47 -0.02
C -0.51 0.48 -1.16
O 0.65 0.64 1.35
C -0.24 -0.52 -0.13
H 0.11 -0.01 0.12
H 0.13 -0.16 -0.20
H 0.12 -0.06 -0.07
H 0.02 -0.07 0.13
H -0.22 0.13 -0.12
H 0.26 0.03 0.12
C -0.36 0.34 -1.20
C 1.02 -1.45 3.24
O -0.46 0.56 -0.37
C 1.14 1.43 -0.93
H -0.11 0.14 -0.30
H 0.10 -0.15 0.33
H -0.76 -0.62 0.17
H -0.27 0.27 0.06
H 0.31 -0.25 -0.53
H -0.63 -0.28 -0.41
C -0.35 1.12 -0.16
C -0.18 -2.28 0.37
O 0.23 0.95 -0.19
C -1.92 0.71 -0.80
H 0.47 -0.11 0.24
H 0.52 0.17 -0.03
H -0.19 -0.80 0.32
H 0.17 0.30 0.22
H 0.64 -0.22 -0.16
H 0.66 0.23 0.29

Properties
* frontier orbital gap: 4.46 eV
* largest force on an atom: 3.7 eV Å⁻¹
* ΔE to the lowest compared entry with this formula, charge and spin: 1.4380 eV

***

# 2
Formula: C18H36O36S9
Source: the Open Molecules 2025 dataset
Level of theory: ωB97M-V/def2-TZVPD

Cartesian coordinates (Å):
C (2.4194, 4.6681, -2.9041)
C (1.0452, 4.4441, -3.5528)
O (0.2166, 5.1142, -2.5615)
S (0.9003, 6.4117, -1.9222)
O (0.6157, 6.2402, -0.5335)
O (0.5554, 7.5919, -2.5933)
O (2.4349, 5.9679, -2.3037)
H (3.1769, 4.7240, -3.6429)
H (2.6915, 3.7941, -2.2333)
H (0.7278, 3.3906, -3.6009)
H (1.0466, 4.8951, -4.5441)
C (-2.5787, -1.4456, -4.7903)
C (-3.6202, -0.9139, -3.8257)
O (-2.9143, 0.1658, -3.1259)
S (-1.7470, 0.7710, -3.9715)
O (-0.5252, 1.0642, -3.2562)
O (-2.2223, 1.8057, -4.8587)
O (-1.3551, -0.6594, -4.6658)
H (-2.9128, -1.3218, -5.8463)
H (-2.2936, -2.4653, -4.5598)
H (-3.6795, -1.7028, -3.1051)
H (-4.5733, -0.5080, -4.1312)
C (-2.9949, -0.5109, 2.7193)
C (-4.3713, 0.1737, 2.8685)
O (-4.7467, -0.1834, 4.2050)
S (-4.4121, -1.7711, 4.4510)
O (-5.5089, -2.6126, 3.9471)
O (-3.9094, -2.0499, 5.7441)
O (-3.1778, -1.7715, 3.5047)
H (-2.1316, -0.0791, 3.2107)
H (-2.6056, -0.9688, 1.8225)
H (-5.0955, -0.2288, 2.1232)
H (-4.3391, 1.2629, 2.8101)
C (-2.6839, 4.0848, 0.7450)
C (-2.3213, 4.0851, -0.6882)
O (-2.4972, 2.6752, -1.0484)
S (-3.9830, 2.2857, -0.5629)
O (-3.9850, 0.8881, -0.2152)
O (-4.9196, 2.8062, -1.4583)
O (-3.8886, 3.1752, 0.7761)
H (-2.8830, 5.0752, 1.1857)
H (-1.8448, 3.6075, 1.2733)
H (-1.2641, 4.2383, -0.9618)
H (-2.9820, 4.7823, -1.2685)
C (5.9537, -2.4467, -1.8128)
C (5.2088, -1.1238, -1.5629)
O (3.8308, -1.4797, -1.1968)
S (3.5101, -2.8178, -1.9792)
O (3.2079, -2.5993, -3.3258)
O (2.5474, -3.5606, -1.2273)
O (4.9410, -3.4981, -1.8068)
H (6.7448, -2.6203, -1.0347)
H (6.4509, -2.4596, -2.8173)
H (5.2649, -0.4700, -2.4758)
H (5.5923, -0.6458, -0.7104)
C (-0.0733, -4.6313, -1.4456)
C (0.1678, -3.5154, -0.4078)
O (-1.1783, -3.0853, -0.0139)
S (-1.8678, -2.8787, -1.4285)
O (-1.3068, -1.6869, -2.0379)
O (-3.2653, -2.9913, -1.3421)
O (-1.2371, -4.1367, -2.2228)
H (-0.2960, -5.6103, -1.0106)
H (0.7072, -4.6595, -2.1550)
H (0.7072, -2.7338, -0.8512)
H (0.6469, -3.8720, 0.4748)
C (-0.8764, -4.3580, 4.7915)
C (-0.7589, -3.3302, 3.6457)
O (0.5224, -3.6922, 3.1083)
S (0.8758, -5.2097, 3.2068)
O (2.1815, -5.3210, 3.7756)
O (0.6337, -5.9730, 2.0676)
O (-0.2580, -5.5703, 4.2489)
H (-1.9277, -4.5473, 5.0350)
H (-0.3078, -4.0183, 5.6792)
H (-0.7418, -2.2728, 3.8601)
H (-1.4556, -3.5630, 2.8021)
C (3.7873, 1.9133, 3.3133)
C (3.8258, 3.2602, 2.6431)
O (4.6585, 3.0078, 1.4591)
S (4.5045, 1.4904, 0.9630)
O (5.8670, 0.9665, 1.0177)
O (3.7960, 1.2994, -0.2618)
O (3.6310, 0.9730, 2.1681)
H (2.8123, 1.7064, 3.8031)
H (4.7065, 1.6742, 3.8785)
H (4.2588, 4.0751, 3.1899)
H (2.7844, 3.5448, 2.3376)
C (0.5605, 0.5505, -0.4868)
C (-0.8913, 0.3755, 0.0078)
O (-0.8946, 1.3100, 1.1337)
S (0.3607, 0.8610, 2.0753)
O (0.1395, -0.3773, 2.7752)
O (0.8853, 2.0359, 2.7806)
O (1.2525, 0.5545, 0.8543)
H (0.7739, 1.5293, -0.9308)
H (1.0005, -0.2737, -1.0174)
H (-1.0680, -0.5870, 0.3991)
H (-1.7584, 0.4929, -0.5875)

Cartesian forces, eV/Å:
C 0.41 -1.78 0.12
C 0.66 0.32 1.02
O -0.43 0.09 -1.10
S 0.45 -2.66 0.76
O 0.48 0.58 -0.13
O 0.10 0.93 -0.58
O -1.60 0.24 0.56
H 0.78 -0.09 -0.77
H -0.41 1.42 -0.10
H 0.12 0.49 0.12
H -0.61 0.28 0.11
C 0.49 0.69 -2.47
C 1.42 0.40 1.29
O -0.35 0.83 0.48
S 2.25 -0.47 -1.04
O -1.50 0.13 0.30
O 0.04 -1.40 0.61
O -1.64 1.10 -0.01
H 0.20 -0.48 0.66
H -0.05 -0.07 -0.13
H -0.94 0.06 0.70
H 0.00 -0.20 -0.59
C 0.15 -1.61 1.07
C 0.40 -0.54 -0.93
O -0.21 -1.00 0.68
S -2.21 -0.95 -1.32
O 2.22 2.03 0.71
O -0.26 0.52 0.68
O 0.07 0.05 -0.78
H -0.36 0.78 0.15
H -0.67 0.71 -0.92
H 0.46 0.27 0.58
H 0.08 -0.22 0.04
C 0.15 -0.71 0.80
C 0.48 0.25 -1.85
O -1.14 0.29 -0.29
S 2.53 -0.87 1.48
O -0.14 1.15 -0.11
O -1.33 0.56 -0.76
O 0.48 0.66 0.11
H -0.44 -0.63 -0.28
H -0.70 -0.09 0.28
H -0.56 0.43 0.55
H 0.51 -0.93 0.12
C 0.91 -0.37 -0.61
C -0.40 0.03 -1.27
O 0.76 -0.23 -0.92
S -0.42 -1.18 2.14
O 0.16 0.70 -1.87
O 1.20 0.16 -0.01
O 0.20 0.67 0.19
H -1.09 -0.27 -0.61
H -0.48 0.03 0.89
H -0.48 -0.54 1.01
H 0.47 0.87 0.88
C -0.96 0.80 0.38
C -0.83 -1.71 0.33
O -0.07 -0.26 -0.97
S 1.75 0.81 -1.36
O -0.47 -1.20 0.80
O -0.99 -0.31 0.32
O -0.38 0.39 1.53
H -0.15 0.31 -0.10
H 0.94 -0.28 -0.48
H 0.26 1.22 -0.31
H 0.30 -0.17 0.51
C -0.05 0.65 0.04
C -0.39 -1.83 -1.14
O 1.07 0.87 -0.84
S 1.48 0.13 2.72
O -0.50 0.34 0.04
O -0.85 -0.68 -2.43
O -0.79 0.72 0.60
H 0.42 -0.26 0.03
H -0.32 -0.31 -0.43
H 0.03 -0.05 0.36
H 0.02 0.40 0.99
C -0.90 -1.14 0.07
C -1.22 -0.25 -1.27
O -0.88 0.05 -0.05
S 2.66 -0.67 0.23
O -1.93 0.42 -0.08
O -0.10 0.63 0.50
O 0.73 0.75 0.23
H 1.10 0.49 0.39
H -0.59 -0.05 -0.25
H 0.45 0.12 0.29
H 0.99 -0.21 0.03
C -0.69 0.34 1.59
C 1.30 0.54 0.19
O -0.20 -0.30 1.39
S 0.50 1.43 -0.64
O -0.27 1.19 -0.04
O -1.56 -2.10 -1.00
O 0.92 -0.31 -1.12
H -0.19 -0.41 -0.02
H -0.05 -0.17 -0.32
H 0.43 -1.41 0.63
H -0.22 1.03 -0.96

Properties
* frontier orbital gap: 11.15 eV
* largest force on an atom: 3.1 eV Å⁻¹
* ΔE to the lowest compared entry with this formula, charge and spin: 1.5610 eV

***

# 3
Formula: C18H36O6
Source: the Open Molecules 2025 dataset
Level of theory: ωB97M-V/def2-TZVPD

Cartesian coordinates (Å):
C (0.3610, -1.9312, -3.0746)
C (-1.0330, -1.4972, -2.6026)
C (-1.7290, -0.3042, -3.2966)
O (-1.5840, -2.0882, -1.4756)
H (1.2070, -1.3042, -2.6246)
H (0.2080, -2.1542, -4.1726)
H (0.6980, -3.0542, -2.7546)
H (-2.5130, -0.0272, -2.7426)
H (-1.8300, -0.3792, -4.1566)
H (-1.2030, 0.3818, -3.3576)
C (-3.9590, 0.2108, 0.3194)
C (-4.9130, -0.8002, 0.8453)
C (-4.2580, -2.1232, 1.1974)
O (-6.1770, -0.4632, 1.0934)
H (-3.1120, 0.4818, 0.9464)
H (-4.5690, 1.0448, 0.1674)
H (-3.4860, 0.0098, -0.6366)
H (-5.0580, -2.7562, 1.3114)
H (-3.5990, -1.9452, 1.8984)
H (-3.7290, -2.3842, 0.3773)
C (4.1420, 2.5318, -1.0166)
C (3.6700, 3.8508, -1.6496)
C (2.2580, 3.9648, -2.1226)
O (4.5810, 4.8718, -1.5796)
H (5.0920, 2.6238, -0.6286)
H (4.2310, 1.8128, -1.7266)
H (3.2400, 2.1278, -0.3776)
H (1.8210, 4.6818, -1.4856)
H (1.7270, 3.0228, -2.1306)
H (2.2400, 4.2378, -3.1556)
C (3.7040, -2.0982, -0.6906)
C (4.5090, -1.1722, -1.5816)
C (5.9930, -0.8232, -1.3546)
O (3.8990, -0.5752, -2.6576)
H (4.3370, -2.8792, -0.4536)
H (2.8110, -2.4732, -1.1846)
H (3.6420, -1.5892, 0.1394)
H (6.9460, -1.5372, -1.6166)
H (6.1960, -0.4142, -0.2746)
H (6.2740, -0.2882, -2.0566)
C (0.0450, -0.5132, 1.2874)
C (0.5620, 0.3218, 0.1514)
C (-0.3760, 1.4978, -0.4186)
O (1.7250, 0.1138, -0.5366)
H (-1.0040, -1.0802, 0.9353)
H (-0.0900, 0.1628, 2.0234)
H (0.8110, -1.2502, 1.4003)
H (-0.0550, 2.0738, -1.3526)
H (-0.6700, 2.0848, 0.4154)
H (-1.3710, 1.1248, -0.7876)
C (-4.1890, 0.2158, 4.7954)
C (-2.8110, 0.0498, 4.3064)
C (-2.0980, -1.1312, 4.8224)
O (-2.2650, 0.9208, 3.4494)
H (-4.7640, -0.6262, 4.7604)
H (-4.5520, 0.9518, 4.0034)
H (-4.2700, 0.6428, 5.8194)
H (-1.1000, -1.2352, 4.4394)
H (-2.7270, -2.0012, 4.8393)
H (-1.8360, -1.1152, 5.9914)

Cartesian forces, eV/Å:
C 0.06 -3.04 0.39
C -1.82 -2.79 6.23
C -2.98 -11.10 13.22
O 2.88 3.72 -6.70
H -1.19 -0.23 -1.45
H 1.04 1.27 0.74
H -1.37 2.60 -0.05
H -3.38 0.70 1.62
H -2.92 -2.68 -14.26
H 9.77 11.68 0.31
C 0.10 0.33 -0.51
C -4.49 1.44 1.79
C -4.61 2.27 -2.57
O 6.55 -2.14 -1.38
H -0.20 -0.28 0.65
H -0.63 1.80 -0.20
H -0.18 -0.79 -0.24
H -1.35 -2.07 1.16
H 3.04 0.50 4.23
H 1.83 -1.06 -2.86
C -4.42 1.89 0.92
C 6.24 3.69 1.81
C 1.14 -0.79 -0.63
O -5.76 -5.31 -0.93
H 1.69 0.50 1.62
H -0.07 -2.28 -2.62
H 2.09 0.74 -0.65
H -0.94 0.96 0.46
H 0.08 -0.32 0.61
H 0.05 0.89 -0.62
C 1.11 -0.61 -5.30
C -2.72 2.50 -6.26
C -0.37 -5.77 6.93
O 3.61 -3.43 6.14
H 1.37 -2.06 0.39
H -0.10 0.50 0.37
H -1.42 2.68 4.66
H -2.83 0.05 1.31
H -0.42 -0.61 -2.17
H 1.78 6.61 -6.14
C -1.32 -2.53 -4.72
C 4.05 0.56 -6.29
C 0.02 -1.68 -1.31
O -6.51 0.96 4.49
H 2.75 1.74 0.94
H -0.81 1.66 3.11
H 0.26 -0.57 0.79
H 0.41 -0.74 1.83
H 0.01 1.10 0.66
H 0.87 -0.45 0.61
C 0.29 4.34 -1.40
C 3.03 3.75 -3.09
C 1.65 0.09 3.05
O -2.67 -4.63 4.31
H -1.36 -2.49 -0.13
H -0.34 -0.68 1.47
H 0.32 -0.12 -0.71
H 0.16 -0.45 -0.80
H -0.15 -0.62 -0.68
H -0.93 0.76 -2.15

Properties
* frontier orbital gap: 9.44 eV
* largest force on an atom: 17.5 eV Å⁻¹
* ΔE to the lowest compared entry with this formula, charge and spin: 12.3103 eV
* SMILES: CC(C)=O.CC(C)=O.CC(C)=O.CC(C)=O.CC(C)=O.CC(C)=O

***

The records above give, respectively, HOMO values of -4.598, -10.998, -9.227 eV.